No. 1
A 2-piece molecular cluster, C2H3FI2 overall at a distorted geometry, computed with the ωB97M-V functional and the def2-TZVPD basis.

The geometry in ORCA input format:
```
! RIJCOSX wB97M-V def2-TZVPD def2/J DEFGRID3
* xyz 0 3
H 1.5490 0.3651 0.0918
H 0.5710 1.0451 1.4954
H -1.9156 -1.6374 -1.2904
F -0.0389 1.3234 -1.7305
I -1.8579 2.5732 0.1434
I -2.8623 -1.6610 -0.0312
C -0.1523 1.4597 -0.4120
C 0.6974 0.9301 0.4388
*
```

Computed properties:
- LUMO energy (alpha / beta) (eV) = 0.4785 / -3.4779
- ⟨S²⟩ = 2.011
- energy above the lowest of the compared OMol25 structures with the same formula, charge and spin (kJ/mol) = 29.9
- frontier orbital gap (alpha / beta) (hartree) = 0.212 / 0.237

No. 2
A single C2H2O2S molecule at a distorted geometry, computed with the ωB97M-V functional and the def2-TZVPD basis.

The geometry in ORCA input format:
```
! RIJCOSX wB97M-V def2-TZVPD def2/J DEFGRID3
* xyz 0 1
C 0.6577 0.5182 -0.0909
S 1.5793 -0.8637 -0.0776
O -1.4566 -0.7879 -0.2878
O 1.0813 1.5845 -0.2183
H 0.6940 -1.7927 0.0856
H -1.5960 1.0622 0.5163
C -0.9597 0.2794 0.0728
*
```

Computed properties:
- LUMO energy (eV) = -0.3497
- SMILES = O=CC(=O)S
- energy above the lowest of the compared OMol25 structures with the same formula, charge and spin (kJ/mol) = 68.0
- frontier orbital gap (hartree) = 0.351

No. 3
A 2-piece molecular cluster, C4H8N2 overall at a distorted geometry, computed with the ωB97M-V functional and the def2-TZVPD basis.

The geometry in ORCA input format:
```
! RIJCOSX wB97M-V def2-TZVPD def2/J DEFGRID3
* xyz 0 1
C -0.7739 -1.2059 1.6371
H 1.2877 -0.8029 1.0300
C 0.3223 1.4532 -1.5514
C 0.5525 -1.6820 1.1172
H 0.6441 -2.1249 0.2031
H -0.0932 1.4654 -2.5260
C 0.8061 0.2408 -0.9330
N -1.5007 -0.4892 1.0412
H 1.4228 0.6498 -0.0862
H 1.0049 -2.4489 1.8804
H -0.5859 1.3583 -0.8061
H 0.9038 2.3407 -1.2851
N -2.0900 0.4792 0.6226
H -1.9006 0.7665 -0.3437
*
```

Computed properties:
- LUMO energy (eV) = -0.3814
- energy above the lowest of the compared OMol25 structures with the same formula, charge and spin (kJ/mol) = 862.1
- frontier orbital gap (hartree) = 0.287

No. 4
A 2-piece molecular cluster, C5H12 overall at a distorted geometry, computed with the ωB97M-V functional and the def2-TZVPD basis.

The geometry in ORCA input format:
```
! RIJCOSX wB97M-V def2-TZVPD def2/J DEFGRID3
* xyz 0 1
C 2.3551 0.3520 0.7480
H -2.7397 1.1650 0.2919
H 2.6142 1.1499 0.0591
H 2.1579 0.6698 1.7617
H -2.2723 -0.9476 0.7712
H 2.4980 -1.1291 -0.7888
H -1.5835 -0.4272 -1.7868
H 2.3650 -1.8007 0.8070
C -1.2009 0.0057 -0.8667
C 2.5583 -0.8708 0.2644
C -1.2383 -0.8562 0.4303
H -1.5239 2.2244 -0.4413
H -0.8844 -1.8818 0.2719
H -0.1384 0.2471 -0.9226
H -2.6680 1.4390 -1.4234
C -2.0362 1.2635 -0.5360
H -0.6425 -0.3127 1.1606
*
```

Computed properties:
- LUMO energy (eV) = 1.1917
- SMILES = C=C.CCC
- energy above the lowest of the compared OMol25 structures with the same formula, charge and spin (kJ/mol) = 190.1
- frontier orbital gap (hartree) = 0.419

No. 5
An isolated ion of composition C6H8N and charge +1 at a distorted geometry, computed with the ωB97M-V functional and the def2-TZVPD basis.

The geometry in ORCA input format:
```
! RIJCOSX wB97M-V def2-TZVPD def2/J DEFGRID3
* xyz 1 3
H -1.9653 -1.6232 -2.0859
H 0.5835 -0.7880 -2.4598
C -1.4617 -1.0208 -1.4570
C 1.6041 0.8770 1.3793
H 0.7753 -0.9399 0.7908
H -2.6053 -0.7709 0.4080
C 0.7497 0.1528 0.5266
C -1.7727 -0.5585 -0.1820
C -0.0929 -0.6432 -1.6972
C -0.7688 0.4442 0.2471
H 1.3683 0.7081 2.4857
H 2.5428 0.3417 1.3667
H -1.1727 1.4514 0.4053
N 0.3267 0.4351 -0.7975
H 1.8891 1.9341 1.0701
*
```

Computed properties:
- LUMO energy (alpha / beta) (eV) = -3.1626 / -9.1090
- ⟨S²⟩ = 2.028
- energy above the lowest of the compared OMol25 structures with the same formula, charge and spin (kJ/mol) = 148.5
- frontier orbital gap (alpha / beta) (hartree) = 0.345 / 0.234

No. 6
A 2-piece molecular cluster, C4H7F2N overall at a distorted geometry, computed with the ωB97M-V functional and the def2-TZVPD basis.

The geometry in ORCA input format:
```
! RIJCOSX wB97M-V def2-TZVPD def2/J DEFGRID3
* xyz 0 1
C -0.3964 2.5315 -1.4149
H 0.4692 0.4618 1.1071
N -1.4730 1.8465 -1.5036
H -1.7761 1.3692 -0.6466
H -0.4808 -2.1919 0.1629
F -1.6305 -0.0089 0.8836
C 1.6330 -1.5992 0.5488
H 1.6485 -2.6021 1.2132
F 0.1693 2.1826 -0.1852
H 1.9355 -0.7359 1.1635
C -0.3153 -0.2368 0.8945
H -2.0421 1.9806 -2.3463
H 2.0873 -1.6122 -0.4354
C 0.1713 -1.3853 0.5585
*
```

Computed properties:
- LUMO energy (eV) = 1.0370
- energy above the lowest of the compared OMol25 structures with the same formula, charge and spin (kJ/mol) = 252.6
- frontier orbital gap (hartree) = 0.386

No. 7
C42H36Cl2CrN6O4P2 as an isolated structure at a distorted geometry, computed with the ωB97M-V functional and the def2-TZVPD basis.

The geometry in ORCA input format:
```
! RIJCOSX wB97M-V def2-TZVPD def2/J DEFGRID3
* xyz 1 2
H -0.7333 -2.6484 -0.0583
P 0.8587 0.2810 -1.3512
H -1.4722 -0.7289 -2.5735
H 5.8755 0.2909 0.9532
C 4.0036 2.8534 -1.3096
N -1.2074 -3.6102 -0.0589
C 3.8227 -0.2822 0.7387
H -4.3115 1.4744 3.3747
H 0.3613 -3.6407 -4.4315
C 0.9182 0.8801 2.6372
H -2.9392 2.8382 0.4212
C -3.3356 1.9356 3.4000
C -4.2705 -1.9254 -0.3180
N -2.4191 0.5653 1.5301
H -1.4092 -4.8644 1.6504
H 5.4383 0.4972 -3.2621
C -0.7784 3.0613 3.5446
H 4.2048 3.8331 -0.9015
H 3.2993 -0.6295 -2.8117
H 2.0376 2.7099 -0.4545
C -1.6867 2.8424 -3.2356
C 0.7151 -3.2730 -3.4801
N -2.2632 -0.6422 -0.6807
C -0.0970 2.1317 -4.9134
H 5.3777 1.7861 2.9020
C -3.4915 -0.2301 1.3551
P -0.7523 -2.4975 2.2335
N -0.0068 1.4150 1.9030
H 4.0096 -0.9798 -0.0668
C -3.0710 2.9675 4.2886
H -5.0709 -2.1499 0.3718
C -1.8081 3.5638 4.3301
C 2.5293 0.9769 -1.6052
H 0.7447 -0.1976 4.2634
Cr -0.9047 0.4610 0.3169
C 2.2902 0.6322 2.1400
C 0.4187 -2.7912 3.6318
H 1.4383 0.7863 -4.2583
C -2.7658 3.6579 -2.8363
C 3.4880 0.3506 -2.3956
C -2.2421 -1.1273 -1.9310
C 1.7172 -3.6759 -1.3390
C -3.1739 3.6604 -1.5316
C -1.1909 2.8721 -4.5549
C -3.1521 -2.0458 -2.4120
Cl -1.4897 4.8949 5.3703
H -4.8951 -3.2222 -1.9213
C 1.6169 -2.3274 -1.0445
O -0.1962 -1.5559 1.1719
H 0.2028 -3.8023 4.0096
O 0.7688 0.7657 3.9637
C -4.1723 -2.4985 -1.5761
C -1.5422 1.9507 -0.9286
H -0.8539 -1.5622 4.6196
H 0.2381 -1.2443 -3.9411
H -1.6837 3.5126 -5.2731
H -0.9555 -4.1643 -0.8828
H 5.9040 2.7084 -2.2854
C 0.6335 -1.9191 -3.1955
C -3.3206 -0.9923 0.0823
C 2.7917 2.2336 -1.0682
H 0.2925 2.1836 -5.9174
O -4.4991 -0.3340 2.0317
C 4.5950 1.2279 2.4085
Cl -4.3108 3.5126 5.3471
H -3.2482 4.2798 -3.5770
H 1.3202 -5.2053 -2.7889
O -2.1200 -2.2382 2.7061
H 2.1549 -4.3599 -0.6239
H 0.2141 3.4786 3.6269
H 0.2638 -4.5517 1.1200
C -1.0701 1.9943 -2.2724
C -2.3306 1.4908 2.5371
C 1.2466 -4.1553 -2.5529
H -3.9781 4.3088 -1.2145
N 0.1527 -1.7359 4.5988
C 0.5443 1.3211 -3.9698
H 0.4318 -2.0124 5.5359
H 1.4611 -2.7524 3.3104
H -3.0807 -2.3838 -3.4328
C -2.5673 2.8078 -0.5950
C 1.0700 -1.4331 -1.9667
C -0.7300 -4.1256 1.2349
C 4.8714 0.4031 1.3280
H -2.2219 -3.4476 -0.0131
C 0.0512 1.2257 -2.6874
C -1.0383 2.0320 2.6589
C 4.6988 0.9775 -2.6372
C 4.9611 2.2219 -2.0892
C 3.2886 1.3071 2.8527
H 1.9559 -1.9440 -0.0949
H 3.0287 1.8874 3.7246
N 2.5517 -0.1383 1.0921
*
```

Computed properties:
- LUMO energy (alpha / beta) (eV) = -3.0613 / -3.0108
- ⟨S²⟩ = 0.765
- energy above the lowest of the compared OMol25 structures with the same formula, charge and spin (kJ/mol) = 0.0
- frontier orbital gap (alpha / beta) (hartree) = 0.252 / 0.254

No. 8
A single C4H7N molecule at a distorted geometry, computed with the ωB97M-V functional and the def2-TZVPD basis.

The geometry in ORCA input format:
```
! RIJCOSX wB97M-V def2-TZVPD def2/J DEFGRID3
* xyz 0 1
H -2.1161 1.3145 -0.6878
H 2.7404 0.2566 1.1782
C -0.3058 -0.0017 0.2578
C -2.4315 0.2895 -0.5382
H 0.7712 -1.7524 0.5255
C 0.9382 -0.7208 0.2020
H -3.3920 -0.1844 -0.6502
H -0.3647 0.8746 0.9070
H 1.2450 -0.5839 -0.9291
H 2.1051 0.9829 -0.2448
N -1.4323 -0.4920 -0.2574
C 2.2426 0.0171 0.2371
*
```

Computed properties:
- LUMO energy (eV) = -1.2723
- energy above the lowest of the compared OMol25 structures with the same formula, charge and spin (kJ/mol) = 607.0
- frontier orbital gap (hartree) = 0.204

Which value of energy above the lowest of the compared OMol25 structures with the same formula, charge and spin does entry 3 give? 862.1 kJ/mol

What is the energy above the lowest of the compared OMol25 structures with the same formula, charge and spin in the fifth record? 148.5 kJ/mol

Which formula does entry 1 have? C2H3FI2

Repeat the second record exactly.
A single C2H2O2S molecule at a distorted geometry, computed with the ωB97M-V functional and the def2-TZVPD basis.

The geometry in ORCA input format:
```
! RIJCOSX wB97M-V def2-TZVPD def2/J DEFGRID3
* xyz 0 1
C 0.6577 0.5182 -0.0909
S 1.5793 -0.8637 -0.0776
O -1.4566 -0.7879 -0.2878
O 1.0813 1.5845 -0.2183
H 0.6940 -1.7927 0.0856
H -1.5960 1.0622 0.5163
C -0.9597 0.2794 0.0728
*
```

Computed properties:
- LUMO energy (eV) = -0.3497
- SMILES = O=CC(=O)S
- energy above the lowest of the compared OMol25 structures with the same formula, charge and spin (kJ/mol) = 68.0
- frontier orbital gap (hartree) = 0.351